Formula: C30H30AsN4O6Tl
Source: OMol25
Level of theory: the ωB97M-V functional and the def2-TZVPD basis

XYZ file:
```
72
Properties=species:S:1:pos:R:3:forces:R:3
Tl 0.967 -0.769 1.416 0.04 0.04 -0.03
C 3.440 -2.459 3.758 0.01 0.00 0.01
C 3.394 -3.403 2.658 0.00 0.00 -0.01
C 3.181 -2.723 1.504 0.02 -0.01 -0.01
C 3.041 -1.293 1.820 0.01 -0.04 0.02
C 3.254 -1.207 3.272 -0.04 0.02 0.01
H 3.555 -2.723 4.801 0.00 0.00 0.00
H 3.468 -4.478 2.754 0.00 0.00 0.01
H 3.064 -3.127 0.510 -0.01 0.00 0.00
H 3.512 -0.548 1.182 0.00 0.01 0.00
H 3.199 -0.282 3.825 0.00 0.00 0.00
O 1.214 1.215 2.774 0.07 -0.02 0.00
C 0.986 2.464 2.676 -0.01 0.00 -0.01
C 0.373 3.168 3.759 -0.02 0.00 -0.02
C 0.106 4.516 3.716 0.02 0.03 -0.05
C 0.430 5.277 2.587 -0.01 -0.02 0.04
C 1.027 4.629 1.519 0.00 -0.03 -0.01
C 1.308 3.261 1.528 0.02 -0.01 -0.03
C 1.935 2.677 0.335 0.04 0.02 0.14
N 2.860 1.738 0.262 -0.09 0.11 -0.04
C 3.148 1.598 -1.074 -0.01 -0.02 0.03
C 2.400 2.457 -1.821 0.02 -0.02 -0.02
N 1.642 3.156 -0.911 0.03 0.01 0.01
H 0.113 2.573 4.626 0.00 0.00 0.00
H -0.365 4.993 4.570 0.00 0.00 0.00
H 0.233 6.341 2.550 0.00 0.00 0.00
H 1.316 5.207 0.646 -0.01 0.01 0.00
H 3.863 0.866 -1.413 -0.01 -0.01 -0.03
H 2.312 2.609 -2.882 0.01 0.01 -0.01
H 0.814 3.687 -1.121 0.00 0.00 0.01
C -2.842 -2.470 0.757 0.01 -0.01 0.01
As -2.001 -1.464 2.203 -0.07 0.00 0.05
C -2.897 0.151 2.856 0.01 0.00 -0.02
C -2.947 -2.585 3.608 0.02 0.01 -0.04
O -0.460 -1.901 2.785 0.00 -0.01 0.02
H -3.914 -2.265 0.749 0.00 -0.01 0.01
H -2.682 -3.522 0.991 0.00 0.00 0.00
H -2.388 -2.234 -0.201 0.00 0.01 0.00
H -3.973 -0.026 2.918 0.00 0.00 0.00
H -2.673 1.013 2.235 0.00 0.00 0.00
H -2.507 0.309 3.862 0.01 0.00 0.00
H -4.034 -2.572 3.464 0.00 0.00 0.01
H -2.710 -2.201 4.602 0.00 0.01 -0.01
H -2.585 -3.613 3.541 0.00 0.00 -0.01
O -0.004 -3.054 -1.166 -0.04 -0.01 0.00
C 0.707 -2.146 -1.608 0.06 0.00 -0.03
O 1.578 -1.458 -1.006 -0.02 -0.03 -0.01
C 0.533 -1.791 -3.093 0.00 0.00 0.01
C 1.231 -0.728 -3.649 0.00 -0.02 0.01
C 1.069 -0.387 -4.986 0.00 0.01 -0.02
C 0.205 -1.110 -5.790 -0.01 -0.02 0.01
C -0.481 -2.172 -5.219 0.04 0.03 0.01
C -0.338 -2.523 -3.887 0.00 0.02 0.01
N -1.390 -2.947 -6.072 -0.10 -0.05 -0.06
O -1.972 -3.898 -5.586 0.04 0.04 -0.01
O -1.520 -2.605 -7.239 0.02 -0.01 0.05
H 1.889 -0.171 -2.994 0.00 0.01 0.00
H 1.611 0.453 -5.404 0.00 0.00 0.00
H 0.052 -0.870 -6.831 0.00 0.00 0.00
H -0.889 -3.341 -3.444 0.00 0.00 -0.01
N -0.982 -0.318 0.848 -0.06 -0.03 0.02
C -1.448 0.349 -0.220 0.03 0.04 0.00
C -0.598 0.942 -1.195 0.03 -0.04 0.08
C -1.091 1.631 -2.280 -0.08 0.01 -0.03
C -2.464 1.789 -2.487 0.08 0.02 -0.03
C -3.318 1.218 -1.554 -0.04 -0.03 0.06
C -2.842 0.520 -0.456 -0.06 0.03 -0.07
H 0.471 0.808 -1.079 0.00 -0.03 0.00
H -0.387 2.038 -3.001 0.00 0.01 -0.02
H -2.847 2.322 -3.349 0.01 0.00 0.00
H -4.393 1.313 -1.681 0.00 0.00 0.00
H -3.558 0.096 0.235 0.02 -0.01 0.01
```
Positions in Å, forces in eV/Å.

Results
- HOMO-LUMO gap: 0.2024 hartree
- E_LUMO: 3.9 eV
- E_HOMO: -1.6 eV
- Energy relative to the best compared isomer or geometry (same formula, charge and spin): 43.2 kcal/mol
- Net charge: -2
- Energy: -4239.83854 Ha
- 2S+1: 1



Formula: C30H30BF2N7S3Sc
Source: OMol25
Level of theory: the ωB97M-V functional and the def2-TZVPD basis

XYZ file:
```
74
Properties=species:S:1:pos:R:3:forces:R:3
Sc -1.776 0.853 0.737 -0.43 -0.59 -0.46
C -4.882 -0.225 -1.742 -0.02 -0.02 -0.01
C -3.727 -0.917 -1.073 -0.01 0.10 -0.01
C -2.535 -1.143 -1.762 0.03 0.04 -0.06
C -1.479 -1.850 -1.187 0.04 -0.01 -0.07
C -0.218 -2.152 -1.956 -0.04 -0.01 0.05
C -1.643 -2.342 0.106 0.10 -0.05 0.00
C -2.828 -2.159 0.812 0.01 0.02 0.07
C -3.024 -2.801 2.154 -0.02 -0.01 0.00
C -3.846 -1.404 0.227 -0.02 -0.01 -0.03
H -5.490 -0.957 -2.277 0.00 0.01 0.00
H -4.544 0.516 -2.467 0.00 -0.02 0.01
H -5.527 0.271 -1.017 0.02 -0.02 -0.01
H -2.455 -0.805 -2.791 -0.01 -0.01 0.02
H -0.173 -3.215 -2.202 -0.02 0.01 0.03
H 0.672 -1.917 -1.369 -0.01 0.01 -0.01
H -0.167 -1.597 -2.890 -0.01 -0.01 0.00
H -0.837 -2.905 0.566 -0.02 0.00 -0.01
H -3.539 -3.756 2.028 0.01 0.00 0.01
H -3.639 -2.180 2.806 0.01 0.00 -0.02
H -2.070 -3.003 2.644 -0.02 0.01 -0.01
H -4.766 -1.234 0.774 0.01 -0.03 0.02
S -3.333 0.799 2.898 0.28 -0.02 -0.18
C -1.912 -0.066 3.307 0.14 0.10 0.04
N -0.974 -0.294 2.403 0.32 0.15 -0.11
C 0.109 -1.006 2.905 -0.21 0.11 -0.16
C 1.228 -1.406 2.180 0.07 -0.04 -0.03
C 2.214 -2.123 2.834 -0.03 0.01 0.02
C 2.091 -2.438 4.191 -0.04 0.01 -0.01
C 0.977 -2.046 4.913 -0.01 0.02 0.01
C -0.015 -1.326 4.254 -0.02 -0.04 0.17
S -1.524 -0.698 4.870 -0.01 -0.05 0.17
H 1.309 -1.165 1.125 -0.01 -0.01 0.01
H 3.091 -2.450 2.290 -0.01 0.01 0.02
H 2.874 -2.999 4.683 -0.02 0.01 0.00
H 0.883 -2.293 5.962 0.00 0.00 -0.02
S -3.858 4.262 -1.780 -0.09 0.16 -0.13
C -4.814 3.854 -0.429 -0.05 0.06 0.01
C -4.342 2.724 0.143 0.09 -0.17 -0.17
N -3.240 2.175 -0.488 0.02 0.21 0.29
C -2.892 2.907 -1.519 0.00 -0.14 0.07
H -5.655 4.454 -0.122 0.04 -0.03 -0.02
H -4.760 2.242 1.012 0.03 -0.01 0.03
H -2.047 2.681 -2.152 0.01 0.04 0.04
C 1.749 2.078 0.908 -0.02 0.00 -0.04
C 1.200 1.775 -0.443 0.03 -0.18 0.09
N 0.038 1.186 -0.700 -0.40 -0.11 0.04
C -0.057 1.087 -2.084 0.03 0.13 0.20
C 1.043 1.626 -2.650 0.15 -0.01 0.04
N 1.834 2.051 -1.600 0.14 0.11 -0.12
C 3.186 2.573 -1.766 -0.12 -0.16 -0.10
N 4.043 1.572 -2.330 0.03 0.33 -0.07
N 4.591 1.799 -3.558 0.09 -0.26 -0.03
N 5.298 0.794 -3.897 -0.24 0.11 0.31
C 5.225 -0.147 -2.881 0.24 -0.09 -0.38
C 5.815 -1.411 -2.788 0.01 -0.07 0.03
C 5.552 -2.143 -1.653 -0.02 0.04 0.02
C 4.723 -1.635 -0.628 0.03 0.00 -0.07
C 4.137 -0.391 -0.709 0.05 -0.01 -0.05
C 4.417 0.345 -1.869 -0.18 0.01 0.27
H 1.301 1.418 1.647 -0.02 0.01 0.02
H 1.531 3.105 1.202 0.01 0.03 -0.01
H 2.829 1.942 0.945 0.01 -0.02 -0.01
H -0.902 0.632 -2.565 0.00 0.03 0.02
H 1.359 1.719 -3.676 0.00 0.01 0.03
H 3.548 2.934 -0.808 0.01 -0.05 0.06
H 3.171 3.398 -2.473 0.04 0.06 -0.02
H 6.448 -1.786 -3.581 -0.02 0.02 0.03
H 5.989 -3.125 -1.536 -0.01 0.01 0.01
H 4.548 -2.242 0.252 0.02 0.00 -0.04
H 3.510 -0.019 0.089 0.00 0.02 -0.01
F -0.531 3.040 2.852 0.00 0.20 0.01
B -1.142 2.899 1.668 -0.03 -0.16 0.16
F -1.370 4.060 1.030 0.07 0.20 0.08
```
Positions in Å, forces in eV/Å.

Results
- HOMO-LUMO gap: 0.3007 hartree
- E_LUMO: -2.5 eV
- E_HOMO: -10.6 eV
- Energy relative to the best compared isomer or geometry (same formula, charge and spin): 7.3 kcal/mol
- Net charge: +1
- Energy: -3724.41444 Ha
- 2S+1: 1



Formula: C30H30Br2MnN4OS2
Source: OMol25
Level of theory: the ωB97M-V functional and the def2-TZVPD basis

XYZ file:
```
70
Properties=species:S:1:pos:R:3:forces:R:3
Mn 0.555 0.004 0.740 0.44 0.11 0.00
Br 6.461 -2.712 1.913 -0.02 0.02 -0.01
C 4.754 -1.963 1.628 0.05 -0.03 0.00
C 3.691 -2.776 1.275 -0.03 0.08 -0.01
C 2.463 -2.175 1.073 -0.01 -0.03 0.04
N 2.275 -0.857 1.193 -0.15 -0.13 -0.01
C 3.307 -0.084 1.546 0.09 0.14 -0.02
C 4.570 -0.602 1.775 0.13 0.04 0.03
C 2.968 1.349 1.636 0.13 -0.09 0.01
C 3.838 2.326 2.101 0.11 -0.02 0.04
C 3.397 3.631 2.140 0.05 0.06 0.02
Br 4.543 4.991 2.763 0.00 -0.01 0.00
C 2.111 3.945 1.731 -0.02 -0.08 -0.03
C 1.311 2.909 1.293 0.00 0.02 0.00
N 1.724 1.639 1.234 -0.28 -0.01 -0.08
H 3.811 -3.841 1.147 -0.02 0.00 0.00
H 1.590 -2.747 0.797 -0.03 -0.01 0.00
H 5.398 0.036 2.047 0.00 -0.02 -0.01
H 4.832 2.071 2.437 -0.01 0.02 -0.01
H 1.740 4.959 1.761 -0.02 0.00 0.00
H 0.289 3.093 0.985 -0.01 -0.01 0.00
S -0.158 0.275 3.029 0.08 -0.04 -0.02
C -1.646 -0.470 3.183 -0.13 -0.06 0.13
N -2.693 -0.959 3.299 0.01 0.04 -0.09
C -1.751 0.952 -0.184 -0.22 -0.03 0.14
C -2.762 2.009 0.142 0.10 -0.01 -0.07
C -2.919 3.115 -0.688 -0.01 0.06 -0.03
C -3.860 4.090 -0.389 0.01 -0.04 0.02
C -4.651 3.962 0.745 0.02 0.00 -0.01
C -4.492 2.864 1.581 0.03 -0.03 -0.01
C -3.548 1.890 1.285 -0.07 0.04 0.02
H -0.938 1.316 -0.813 0.03 -0.01 0.01
H -1.385 0.550 0.778 -0.14 -0.06 -0.18
H -2.302 3.209 -1.575 -0.01 0.01 0.01
H -3.975 4.948 -1.038 0.00 0.00 0.00
H -5.386 4.721 0.982 0.01 0.00 0.00
H -5.098 2.767 2.472 0.00 0.00 0.00
H -3.423 1.040 1.947 0.02 0.00 0.00
O -0.346 -1.379 -0.224 -0.01 -0.12 -0.18
S -2.336 -0.537 -1.114 -0.02 0.10 -0.02
C -3.981 -0.007 -1.728 -0.01 -0.02 0.03
C -4.884 -1.203 -1.439 0.02 0.01 0.03
C -4.562 -1.603 0.000 0.02 0.00 -0.03
C -3.045 -1.690 0.100 -0.04 -0.05 -0.01
H -3.878 0.226 -2.786 0.01 0.00 0.00
H -4.332 0.875 -1.196 -0.02 -0.01 -0.02
H -4.656 -2.027 -2.120 -0.01 0.00 0.00
H -5.932 -0.940 -1.576 0.00 0.00 -0.01
H -5.015 -2.554 0.278 0.00 0.00 0.01
H -4.934 -0.844 0.692 0.00 0.00 -0.01
H -2.644 -2.653 -0.212 -0.01 -0.01 0.02
H -2.649 -1.457 1.084 0.02 0.00 -0.01
C 2.749 0.723 -1.998 0.01 -0.05 -0.02
C 2.690 -0.775 -2.100 0.14 0.08 -0.06
C 3.756 -1.480 -2.636 -0.05 0.01 0.05
C 3.703 -2.859 -2.783 0.01 -0.01 0.00
C 2.537 -3.515 -2.428 -0.02 0.02 0.05
C 1.438 -2.849 -1.888 0.00 -0.12 -0.04
C 0.176 -3.651 -1.654 0.07 0.07 -0.04
C 1.534 -1.458 -1.666 -0.23 0.04 0.08
N 0.535 -0.669 -1.098 0.00 0.12 0.31
H 3.706 1.099 -2.364 -0.01 -0.01 -0.01
H 2.607 1.065 -0.972 0.01 0.00 -0.03
H 1.946 1.179 -2.584 0.00 0.02 0.01
H 4.641 -0.934 -2.945 0.00 0.00 0.00
H 4.540 -3.406 -3.197 0.00 0.01 0.00
H 2.460 -4.586 -2.589 -0.01 0.01 0.00
H 0.299 -4.649 -2.075 0.00 0.01 0.00
H -0.673 -3.175 -2.149 -0.03 0.01 0.03
H -0.088 -3.742 -0.601 0.00 -0.01 0.01
```
Positions in Å, forces in eV/Å.

Results
- HOMO-LUMO gap (spin up / spin down): 0.2173 / 0.2188 hartree
- E_LUMO (spin up / spin down): -0.6 / -0.6 eV
- E_HOMO (spin up / spin down): -6.5 / -6.5 eV
- Energy: -8550.78362 Ha
- 2S+1: 2